Record 1
Computed, not measured: C8H10ClN in the gas phase, with ωB97M-V/def2-TZVPD.

Each line ends with the Löwdin charge.
Cartesian coordinates (Å):
C 0.7829 2.8936 -0.5374  -0.06
C 0.5673 1.4656 -0.1331  -0.28
C -0.4046 0.6661 -0.7703  -0.01
C -0.6510 -0.6414 -0.4144  -0.21
C -1.6800 -1.4744 -1.1216  -0.05
C 0.1086 -1.2253 0.6384  -0.31
N -0.0848 -2.5564 0.9733  0.10
C 1.0716 -0.4423 1.2685  -0.59
Cl 2.0251 -1.1192 2.5542  0.68
C 1.3006 0.8829 0.8821  -0.08
H 1.7964 3.2248 -0.3309  0.07
H 0.1143 3.5428 0.0027  0.07
H 0.5888 3.0413 -1.6078  0.08
H -0.9743 1.1036 -1.5970  0.12
H -2.4989 -1.7608 -0.4600  0.08
H -2.1136 -0.9424 -1.9711  0.08
H -1.2567 -2.3826 -1.5083  0.08
H 0.2714 -2.8379 1.8773  0.05
H -1.0194 -2.9002 0.8558  0.08
H 2.0561 1.4620 1.3995  0.11

Values from the calculation:
Structure (SMILES) ... Cc1cc(C)c(N)c(Cl)c1
Orbital gap ... 8.796 eV
E_tot ... -22471.4359 eV
Max |F| ... 0.0153 Eh/bohr
Energy relative to the best compared isomer or geometry (same formula, charge and spin) ... 0.0 kJ/mol
M ... 155.63 g/mol
Total charge ... 0
Highest occupied orbital energy ... -7.94 eV
Spin multiplicity ... 1

---

Record 2
Computed, not measured: C8H10ClNS in the gas phase in a non-equilibrium geometry, with ωB97M-V/def2-TZVPD.

Each line ends with the Löwdin charge.
Cartesian coordinates (Å):
C 1.7265 0.7046 -0.9806  -0.03
C 0.8850 0.7631 0.3385  -0.30
C 0.2832 1.9559 0.7629  -0.50
Cl 0.2119 3.4148 -0.2223  0.58
C 0.6503 -0.3756 1.3427  -0.20
C -0.7673 -0.9300 1.4608  -0.17
C -1.2633 -1.0380 0.0745  -0.41
C -2.1350 -0.2080 -0.7303  -0.35
S -1.6322 -0.1688 -2.3904  0.98
C -0.5395 -1.4727 -1.9827  -0.44
N -0.5128 -1.8043 -0.7101  0.01
H 1.5717 -0.3644 -1.2314  0.07
H 0.9976 1.1799 -1.6167  0.04
H 2.5731 1.2168 -0.8083  0.04
H 0.0524 2.0127 1.7713  0.04
H 1.2550 -1.2764 1.1604  0.11
H 1.1455 -0.1751 2.3663  0.14
H -0.6254 -1.8315 2.1279  0.13
H -1.5880 -0.3199 1.9555  0.13
H -2.4786 0.6661 -0.1481  0.08
H 0.1896 -1.9492 -2.5397  0.06

Values from the calculation:
Structure (SMILES) ... C/C(=C\Cl)CCc1cscn1
Orbital gap ... 9.136 eV
E_tot ... -33302.9187 eV
Max |F| ... 0.1407 Eh/bohr
Energy relative to the best compared isomer or geometry (same formula, charge and spin) ... 136.3 kJ/mol
M ... 187.70 g/mol
Total charge ... 0
Highest occupied orbital energy ... -8.68 eV
Spin multiplicity ... 1

---

Record 3
Computed, not measured: a molecular structure, C8H10F5NOOsTe in a non-equilibrium geometry, with ωB97M-V/def2-TZVPD.

Each line ends with the Löwdin charge.
Cartesian coordinates (Å):
C -0.7657 -0.3351 -2.3146  -0.24
C -0.8372 1.0690 -2.0328  -0.21
C -1.7272 1.2557 -0.9425  -0.20
C -2.2146 -0.0201 -0.5364  -0.22
C -1.6261 -1.0140 -1.3842  -0.23
Os -0.0710 -0.0704 -0.3404  1.53
C 1.8905 0.7253 -0.6210  -0.27
C 2.4296 -0.5614 -0.7128  -0.25
C 3.2356 -1.3419 -1.4548  0.03
N 0.9493 -1.5832 0.5517  -0.18
H -2.0134 2.2151 -0.5164  0.13
H -0.3153 1.8629 -2.5633  0.13
H -2.9247 -0.2018 0.2630  0.11
H -1.7693 -2.0888 -1.3033  0.12
H -0.1537 -0.8037 -3.0827  0.12
H 1.9749 1.4007 -1.5240  0.10
H 0.7151 -2.3376 -0.3596  0.07
H 2.0779 1.3062 0.3279  0.09
H 3.9746 -0.9051 -2.0862  0.06
H 3.2590 -2.3949 -1.3194  0.05
F 0.3569 1.7609 3.9785  -0.38
Te -0.8380 0.5726 3.1106  1.87
F 0.4710 -0.7942 3.1737  -0.40
F -2.0599 -0.6812 2.3547  -0.40
F -1.4690 -0.0302 4.7897  -0.37
F -2.2272 1.8543 3.1664  -0.39
O -0.3221 1.1411 1.3782  -0.68

Values from the calculation:
Orbital gap (alpha / beta) ... 5.236 / 7.755 eV
E_tot ... -35335.0977 eV
Max |F| ... 0.1705 Eh/bohr
Energy relative to the best compared isomer or geometry (same formula, charge and spin) ... 0.0 kJ/mol
M ... 548.99 g/mol
Total charge ... 0
Highest occupied orbital energy (alpha / beta) ... -6.11 / -10.07 eV
<S²> ... 6.0386
Spin multiplicity ... 5

---

Record 4
Computed, not measured: 2 unconnected molecules or ions with the total composition C8H10F6O4 in a non-equilibrium geometry, with ωB97M-V/def2-TZVPD.

Each line ends with the Löwdin charge.
Cartesian coordinates (Å):
C 1.1618 2.1778 -1.3763  -0.02
C 0.4323 2.0034 -0.0195  -0.16
O 1.0308 2.7204 1.0475  0.06
C 1.0095 2.3909 2.3254  -0.30
O 0.5166 1.2519 2.7274  0.08
C 1.6823 3.3899 3.1300  -0.62
F 0.6677 3.8390 4.0075  0.11
F 2.6808 2.8742 3.8819  0.17
F 2.1091 4.3307 2.4715  0.29
H 1.3685 3.1374 -1.5925  0.03
H 0.4413 1.8766 -2.0500  0.03
H 2.2042 1.4912 -1.3551  0.16
H 0.7043 0.9396 0.1250  0.13
H -0.4360 2.0911 -0.1761  0.02
C 0.0403 -4.3719 -0.2888  -0.05
C -0.7008 -3.0441 0.1628  -0.17
O -1.1272 -2.5382 -1.1321  0.00
C -1.7769 -1.3404 -1.0813  -0.29
O -2.0255 -0.6542 -0.0258  0.10
C -2.1603 -0.9119 -2.5061  -0.47
F -1.8932 -1.7314 -3.5296  0.18
F -3.5448 -0.6525 -2.3457  0.09
F -1.5692 0.2566 -2.8052  0.15
H -0.7613 -5.0967 -0.5555  0.08
H 0.5065 -4.6709 0.5729  0.03
H 0.8070 -4.2416 -1.1678  0.12
H 0.0118 -2.3059 0.6488  0.14
H -1.3795 -3.2109 0.9071  0.09

Values from the calculation:
Structure (SMILES) ... CCOC(=O)C(F)(F)F.CCOC(=O)C(F)(F)F
Orbital gap ... 11.342 eV
E_tot ... -32949.4960 eV
Max |F| ... 0.2780 Eh/bohr
Energy relative to the best compared isomer or geometry (same formula, charge and spin) ... 410.9 kJ/mol
M ... 284.15 g/mol
Total charge ... 0
Highest occupied orbital energy ... -10.96 eV
Spin multiplicity ... 1

---

Record 5
Computed, not measured: 2 unconnected molecules or ions with the total composition C8H10FNO in a non-equilibrium geometry, with ωB97M-V/def2-TZVPD.

Each line ends with the Löwdin charge.
Cartesian coordinates (Å):
C -2.0801 -0.4274 -1.4137  -0.04
C -1.4307 -1.5939 -0.8013  -0.09
N -1.5153 -2.5946 -0.2240  -0.14
O -1.2524 -3.5930 0.3342  0.02
H -1.6650 0.4509 -0.9180  0.05
H -3.1878 -0.5353 -1.3142  0.10
H -1.8162 -0.5385 -2.5223  0.11
F 1.3383 -1.3947 -1.1776  0.02
C 0.9611 -0.3795 -0.3038  -0.31
C 1.0402 0.8896 -0.7716  -0.02
C 0.5716 1.9785 0.2304  -0.19
C 1.0176 1.6222 1.6248  -0.21
C 0.6895 0.2372 2.0295  -0.05
C 0.6777 -0.7264 1.0781  -0.02
H 1.6048 1.1507 -1.7208  0.13
H -0.4967 2.2063 0.1953  0.10
H 0.9884 2.9604 -0.1779  0.13
H 0.6671 2.3769 2.2314  0.09
H 2.1014 1.6716 1.7374  0.13
H 0.9879 0.0637 2.9894  0.08
H 0.7262 -1.7708 1.3341  0.11

Values from the calculation:
Structure (SMILES) ... CC#[N+][O-].FC1=CCCC=C1
Orbital gap ... 9.187 eV
E_tot ... -14708.3161 eV
Max |F| ... 0.0653 Eh/bohr
Energy relative to the best compared isomer or geometry (same formula, charge and spin) ... 324.0 kJ/mol
M ... 155.17 g/mol
Total charge ... 0
Highest occupied orbital energy ... -8.65 eV
Spin multiplicity ... 1

---

Record 6
Computed, not measured: 2 unconnected molecules or ions with the total composition C8H10IN3 in a non-equilibrium geometry, with ωB97M-V/def2-TZVPD.

Each line ends with the Löwdin charge.
Cartesian coordinates (Å):
N -2.1424 -0.1585 -2.3691  0.19
C -1.8892 -0.6337 -1.2845  -0.24
C -1.3406 -1.3763 -0.2919  -0.15
C -1.7224 -1.3551 1.1194  -0.27
C -2.4392 -0.4148 1.8099  -0.62
I -3.7093 1.0268 0.9141  0.78
H -1.8675 0.6563 -2.8140  0.05
H -0.6952 -2.3238 -0.6552  0.16
H -1.3450 -2.1958 1.6442  0.08
H -2.5693 -0.6249 2.8603  0.01
C 2.3553 0.4954 1.6378  -0.01
N 1.8177 0.4349 0.3119  -0.23
C 0.8918 1.2942 -0.1564  -0.10
C 0.7557 1.0690 -1.4622  -0.12
C 1.6490 0.0192 -1.7626  -0.15
N 2.3161 -0.3492 -0.6451  0.07
H 2.2941 1.4648 1.9929  0.07
H 1.7948 -0.1981 2.1910  0.07
H 3.4143 0.1253 1.4856  0.12
H 0.3399 1.8559 0.5052  0.10
H 0.1459 1.4680 -2.1869  0.06
H 1.9454 -0.2796 -2.8445  0.13

Values from the calculation:
Structure (SMILES) ... N=C=C/C=C\I.Cn1cccn1
Orbital gap ... 8.330 eV
E_tot ... -21025.1625 eV
Max |F| ... 0.0743 Eh/bohr
Energy relative to the best compared isomer or geometry (same formula, charge and spin) ... 247.7 kJ/mol
M ... 275.09 g/mol
Total charge ... 0
Highest occupied orbital energy ... -7.93 eV
Spin multiplicity ... 1